(1)
{"formula": "C6H15NO", "method": "wB97M-V/def2-TZVPD", "species": ["C", "C", "C", "C", "C", "C", "N", "H", "H", "H", "H", "H", "H", "H", "H", "H", "H", "H", "H", "H", "H", "H", "O"], "positions_angstrom": [[-0.148404, -2.111991, 1.513931], [0.702321, -1.086891, 0.770815], [0.320937, -0.952582, -0.723155], [-0.623985, 0.167614, -1.087653], [-1.838380, -0.121221, -1.555938], [1.239156, 1.823644, -1.053604], [-0.185656, 1.471737, -0.886549], [-0.166253, -3.157466, 1.189152], [0.041616, -1.991904, 2.577193], [-1.189953, -1.802633, 1.517221], [0.580486, -0.175646, 1.348326], [1.760666, -1.338925, 0.867744], [-0.216124, -1.873577, -0.971511], [1.216139, -0.985833, -1.350783], [-2.633105, 0.580681, -1.754335], [-2.139402, -1.142898, -1.755553], [1.373906, 2.405876, -1.967299], [1.874033, 0.945503, -1.098653], [1.549202, 2.372303, -0.154106], [-0.788244, 2.151746, -1.322968], [-0.565616, 1.523485, 1.238430], [0.357818, 1.519481, 2.484900], [-0.521160, 1.779498, 2.174386]], "forces_ev_per_a": [[-0.8, 0.5, 0.5], [0.0, -0.4, -0.2], [-0.2, -0.7, 0.1], [0.5, 0.0, -0.2], [-0.8, -0.5, -0.2], [-0.6, 0.1, 0.7], [0.4, -0.4, 0.1], [0.6, 0.2, 0.0], [0.6, -0.6, 0.3], [-0.4, 0.2, -0.5], [0.1, 0.2, -0.4], [0.0, -0.1, -0.1], [0.1, 0.1, -0.1], [0.0, 0.4, 0.0], [0.2, 0.5, -0.1], [0.2, -0.1, 0.3], [0.2, 0.0, 0.1], [0.0, -0.1, -0.1], [0.2, 0.2, -0.3], [-0.1, 0.0, 0.1], [0.2, 0.2, 0.0], [-0.1, 0.1, -0.2], [-0.2, 0.0, 0.3]], "multiplicity": 2, "total_charge": -1, "s2": 0.75, "de_lowest_ev": 1.110, "gap_ev": [2.63, 8.47], "homo_ha": [0.0443, -0.1779]}



(2)
{"formula": "C2H2BrO2S", "method": "wB97M-V/def2-TZVPD", "species": ["C", "C", "O", "O", "S", "Br", "H", "H"], "positions_angstrom": [[-2.308361, 0.016773, -0.648649], [1.190982, -0.166153, -0.205104], [-2.721912, 0.948972, -0.139372], [-1.850003, -0.898063, -1.128129], [0.488809, -0.095020, 1.428075], [3.393815, 0.256484, -0.207938], [1.264839, -1.291759, -0.618475], [0.541832, 1.228763, 1.519589]], "forces_ev_per_a": [[0.5, 0.7, 0.6], [0.2, -1.4, -1.6], [-1.3, 2.1, 1.0], [0.8, -2.8, -1.6], [0.6, -0.8, -0.1], [-0.4, -0.3, 0.3], [-0.3, 2.2, 1.5], [-0.2, 0.4, 0.0]], "multiplicity": 1, "total_charge": -1, "de_lowest_ev": 2.143, "gap_ev": 5.65, "homo_ha": -0.0902}



(3)
{"formula": "C6H11N", "method": "wB97M-V/def2-TZVPD", "species": ["C", "C", "N", "C", "C", "C", "C", "H", "H", "H", "H", "H", "H", "H", "H", "H", "H", "H"], "positions_angstrom": [[2.009841, -0.102876, 0.757618], [2.482162, -0.475736, -0.607956], [-0.406537, -0.436047, 1.012222], [-0.177784, 0.617278, 0.368523], [-2.557969, -0.225662, 0.460922], [-0.198159, 1.839442, -0.092398], [-3.016858, -0.830285, -0.615130], [-0.326533, -1.303910, 0.487596], [2.273582, 0.878600, 1.136064], [2.047349, -0.867664, 1.524389], [-3.141378, 0.172245, 1.284889], [0.724842, 2.378908, -0.253328], [-1.143909, 2.296459, -0.346973], [2.253141, 0.296062, -1.347128], [3.574150, -0.616803, -0.631701], [2.041492, -1.416320, -0.951861], [-4.084317, -1.002069, -0.789382], [-2.353115, -1.201623, -1.396366]], "forces_ev_per_a": [[0.8, 0.5, -0.2], [0.2, 0.0, -0.1], [-1.4, 0.5, -0.5], [1.5, -0.5, 0.9], [-1.2, -0.5, 0.0], [0.1, -0.1, -0.1], [0.2, 0.0, 0.1], [0.0, 0.1, -0.1], [0.0, 0.0, 0.0], [-0.2, 0.0, 0.0], [0.2, 0.0, 0.0], [-0.1, 0.0, 0.0], [-0.1, -0.1, -0.1], [0.0, 0.0, 0.0], [-0.1, 0.0, 0.0], [0.0, 0.1, 0.0], [0.2, 0.1, 0.0], [0.0, 0.0, 0.1]], "multiplicity": 1, "total_charge": 0, "de_lowest_ev": 7.629, "gap_ev": [8.24, 8.29], "homo_ha": [-0.2717, -0.2763]}



(4)
{"formula": "C56H84O42", "method": "wB97M-V/def2-TZVPD", "species": ["C", "C", "C", "O", "C", "O", "O", "H", "H", "H", "H", "H", "H", "C", "C", "C", "O", "C", "O", "O", "H", "H", "H", "H", "H", "H", "C", "C", "C", "O", "C", "O", "O", "H", "H", "H", "H", "H", "H", "C", "C", "C", "O", "C", "O", "O", "H", "H", "H", "H", "H", "H", "C", "C", "C", "O", "C", "O", "O", "H", "H", "H", "H", "H", "H", "C", "C", "C", "O", "C", "O", "O", "H", "H", "H", "H", "H", "H", "C", "C", "C", "O", "C", "O", "O", "H", "H", "H", "H", "H", "H", "C", "C", "C", "O", "C", "O", "O", "H", "H", "H", "H", "H", "H", "C", "C", "C", "O", "C", "O", "O", "H", "H", "H", "H", "H", "H", "C", "C", "C", "O", "C", "O", "O", "H", "H", "H", "H", "H", "H", "C", "C", "C", "O", "C", "O", "O", "H", "H", "H", "H", "H", "H", "C", "C", "C", "O", "C", "O", "O", "H", "H", "H", "H", "H", "H", "C", "C", "C", "O", "C", "O", "O", "H", "H", "H", "H", "H", "H", "C", "C", "C", "O", "C", "O", "O", "H", "H", "H", "H", "H", "H"], "positions_angstrom": [[0.662820, 1.342987, 5.956535], [0.865045, 0.693880, 7.281744], [-0.384131, 0.658460, 8.258412], [-0.514156, -0.779824, 8.560899], [0.245929, -1.484749, 7.570445], [0.398492, -2.692389, 7.596434], [1.037610, -0.705689, 6.930514], [0.446538, 2.407909, 6.041763], [-0.092606, 0.797350, 5.391101], [1.609105, 1.361048, 5.415869], [1.776137, 0.920493, 7.835501], [-1.339822, 0.978844, 7.843550], [-0.195130, 1.048382, 9.258577], [-1.353641, 5.184727, 5.079312], [-1.498998, 5.360255, 3.517395], [-2.238899, 4.205081, 2.811736], [-2.928933, 4.792937, 1.730936], [-3.401422, 5.959410, 2.240399], [-4.344656, 6.666739, 1.899967], [-2.470178, 6.285719, 3.218216], [-1.544077, 6.089922, 5.655898], [-0.445033, 4.661517, 5.377270], [-2.235679, 4.663431, 5.451290], [-0.530676, 5.419231, 3.020433], [-3.055803, 3.664778, 3.290108], [-1.477629, 3.512411, 2.452880], [-2.563131, -5.476149, 1.009984], [-2.294418, -4.211631, 1.883911], [-1.760548, -4.404712, 3.307834], [-0.646479, -3.461917, 3.285190], [-0.340555, -3.054525, 2.128366], [0.654534, -2.339906, 1.912730], [-1.205946, -3.536323, 1.218022], [-1.692988, -6.047625, 0.686938], [-3.173099, -5.151866, 0.166840], [-3.278001, -6.185584, 1.426826], [-3.213066, -3.625877, 1.916613], [-1.306808, -5.395762, 3.302114], [-2.417358, -4.123702, 4.131087], [1.213822, -0.502369, -1.477277], [0.843602, 0.804296, -0.666211], [-0.628402, 1.178032, -0.859915], [-0.976010, 1.350968, 0.490780], [-0.250378, 0.769133, 1.330272], [-0.541165, 0.750449, 2.511944], [0.882467, 0.432543, 0.696598], [1.333784, -1.369913, -0.828379], [2.238810, -0.500860, -1.848096], [0.466043, -0.782391, -2.219234], [1.406321, 1.719840, -0.848465], [-1.033245, 0.245448, -1.252988], [-0.930628, 1.998718, -1.510475], [1.084111, -4.357231, -5.614779], [1.851347, -3.192949, -5.016403], [3.013834, -3.506421, -3.970258], [4.050781, -2.956841, -4.664637], [3.759258, -2.582836, -5.859196], [4.618758, -2.144395, -6.592678], [2.499340, -2.600606, -6.130202], [1.830723, -5.066850, -5.971317], [0.526380, -3.899344, -6.431710], [0.371184, -4.943594, -5.035119], [1.218224, -2.391386, -4.635945], [3.202779, -4.535063, -3.663199], [2.789902, -2.938844, -3.067032], [-2.015412, -2.981225, -3.832271], [-2.883088, -3.028054, -2.532963], [-2.437693, -2.138159, -1.363727], [-3.182217, -1.032340, -1.743625], [-4.276211, -1.483353, -2.439011], [-5.358797, -0.879290, -2.607439], [-4.111967, -2.621488, -2.988543], [-1.045697, -3.379100, -3.533204], [-1.915663, -2.005226, -4.307208], [-2.454704, -3.643972, -4.577851], [-3.004588, -4.022216, -2.102864], [-1.347907, -2.128409, -1.382852], [-2.703148, -2.530577, -0.382079], [-2.281793, -7.128597, -2.431331], [-0.928552, -6.819972, -1.679550], [0.160062, -7.200235, -2.639091], [0.977229, -6.175141, -2.419443], [0.447400, -5.140582, -1.900345], [0.929363, -4.047471, -1.653032], [-0.814879, -5.436161, -1.533795], [-2.396671, -6.387975, -3.222777], [-3.158181, -6.955854, -1.806666], [-2.327218, -8.111811, -2.899645], [-0.835029, -7.338159, -0.725179], [-0.094950, -7.102112, -3.694289], [0.493528, -8.215131, -2.422562], [2.698227, 0.062401, 3.252753], [3.579241, -0.924243, 4.096286], [3.659057, -2.332508, 3.634722], [5.012133, -2.632533, 3.464459], [5.679734, -1.473737, 3.486112], [6.888822, -1.413463, 3.549256], [4.944528, -0.511946, 3.889475], [3.346701, 0.859695, 2.889552], [1.862128, 0.427095, 3.849445], [2.444702, -0.456205, 2.328167], [3.407361, -0.760581, 5.160135], [3.232824, -2.416629, 2.635044], [3.077679, -2.998614, 4.272213], [6.165623, 2.145679, 1.812278], [5.461170, 2.457613, 0.564304], [4.195560, 3.174157, 0.667954], [4.140581, 4.062115, -0.446394], [5.448872, 4.324312, -0.801524], [5.853054, 5.108457, -1.657898], [6.226709, 3.423023, -0.094537], [5.714213, 1.226543, 2.185778], [6.116255, 2.725697, 2.733824], [7.238936, 1.956787, 1.791940], [5.454861, 1.621952, -0.135499], [4.032517, 3.677901, 1.620719], [3.385182, 2.475519, 0.459871], [-3.483478, -0.480254, 4.079944], [-3.947309, -0.766828, 5.544088], [-5.462558, -0.419163, 5.742383], [-5.826557, -1.573319, 6.501148], [-5.073566, -2.682901, 6.154264], [-5.464764, -3.767053, 6.429356], [-3.839942, -2.185405, 5.644120], [-2.475268, -0.769419, 3.783315], [-3.497602, 0.599063, 3.928336], [-4.081003, -0.920950, 3.281925], [-3.348727, -0.383015, 6.370222], [-6.126577, -0.359494, 4.880058], [-5.620130, 0.477487, 6.341790], [4.995920, 0.978430, -6.965530], [5.295585, 0.585497, -5.508089], [6.343553, 1.432897, -4.754615], [5.647931, 1.868788, -3.643032], [4.447695, 1.314506, -3.595228], [3.606733, 1.293853, -2.654387], [4.166666, 0.781206, -4.749626], [5.044772, 2.021826, -7.277046], [4.092570, 0.483216, -7.321654], [5.872740, 0.561938, -7.461334], [5.525853, -0.479524, -5.479668], [6.661808, 2.222715, -5.435058], [7.076685, 0.638491, -4.614825], [-4.947486, 1.454411, 1.084614], [-5.356395, 2.221266, -0.240600], [-5.943950, 3.624127, 0.082235], [-5.013088, 4.495845, -0.579620], [-4.110688, 3.746497, -1.243766], [-3.251459, 4.170028, -2.010840], [-4.268387, 2.473362, -1.100663], [-5.473934, 1.815923, 1.967937], [-3.866817, 1.524919, 1.208260], [-4.997532, 0.365683, 1.068414], [-6.089418, 1.522128, -0.643058], [-6.000102, 3.616058, 1.170757], [-6.930205, 3.676941, -0.378853], [-1.159864, -0.640529, -6.527059], [-0.366890, 0.610379, -6.855864], [-1.121368, 1.924680, -7.215045], [-1.312935, 2.660538, -6.036997], [-0.624698, 2.093909, -5.042763], [-0.524216, 2.656012, -3.888427], [0.117869, 1.046948, -5.553762], [-1.356879, -1.178045, -7.454621], [-1.988419, -0.309891, -5.900746], [-0.732226, -1.435381, -5.915961], [0.483191, 0.443007, -7.517263], [-2.102939, 1.838875, -7.681152], [-0.410956, 2.575113, -7.725287], [0.186296, 5.813830, -1.655853], [-0.218164, 5.405046, -0.263464], [0.730881, 4.425134, 0.441704], [1.366986, 5.238543, 1.405165], [0.926227, 6.462359, 1.407430], [1.413525, 7.242864, 2.202047], [-0.121107, 6.646231, 0.534744], [-0.677686, 6.247903, -2.159053], [0.330223, 4.904297, -2.239070], [0.984557, 6.547082, -1.770803], [-1.237345, 5.021123, -0.219283], [1.533335, 4.165876, -0.248921], [0.307164, 3.563626, 0.957821]], "forces_ev_per_a": [[0.6, 1.3, 0.0], [-1.1, -0.9, 0.7], [0.8, -1.9, 0.3], [0.8, -0.2, -2.6], [0.0, -3.1, 4.1], [-1.4, 1.8, -0.5], [0.6, 1.6, -1.1], [-0.5, 0.0, 0.1], [0.0, 0.2, -0.1], [-0.1, -0.3, 0.0], [-0.1, 0.5, -0.2], [0.3, 0.3, -0.2], [0.0, 0.7, -0.4], [-1.1, 0.1, -0.9], [-1.3, -2.8, 1.1], [1.5, -2.1, 0.0], [-1.1, 0.7, -0.9], [0.1, 2.1, -0.4], [2.9, -2.6, 1.1], [-1.9, 4.0, 0.1], [1.0, 0.6, -0.5], [-0.1, 0.2, -0.1], [0.0, -0.8, -0.3], [-0.1, 1.0, 0.1], [0.6, -0.1, 1.1], [-0.5, -0.4, -0.3], [-1.1, 0.4, 0.5], [-0.2, -1.4, -0.7], [1.2, 0.3, -1.4], [-1.0, -1.1, 4.0], [3.5, 2.6, -2.4], [-2.9, -1.9, -0.1], [-0.5, 0.5, -0.5], [0.1, 0.5, 0.2], [0.6, 0.2, -0.5], [0.2, 0.0, 0.8], [0.2, 0.5, -0.3], [-0.2, -0.1, 0.9], [0.1, -0.4, -0.1], [1.0, 0.5, 0.7], [-0.1, -1.0, -1.9], [0.9, -1.6, -0.5], [-5.3, 2.7, -2.2], [2.1, 0.0, 2.5], [0.9, -0.8, -0.7], [1.0, -0.7, 1.9], [-0.8, 0.1, 0.7], [-0.3, 0.7, -0.8], [0.2, 0.4, -0.3], [0.9, -0.5, 0.0], [-1.0, 0.3, 0.1], [0.3, 0.2, 0.4], [0.0, 0.0, -0.1], [-1.3, -0.9, 1.5], [-3.0, 0.5, 0.0], [2.9, -0.6, 1.9], [3.4, 2.4, -2.6], [-0.7, -0.5, -0.1], [-1.2, -0.4, -0.2], [-0.1, 0.0, -0.4], [0.0, -0.5, -0.3], [0.1, 0.4, 0.6], [-0.3, -0.3, 0.3], [-0.2, -0.2, -0.5], [0.3, 0.0, 0.0], [0.4, -1.0, 1.4], [3.0, -3.0, -0.9], [0.0, -2.1, -1.4], [-1.3, 1.9, 0.2], [-5.4, 5.2, -0.2], [3.7, -0.9, 1.2], [-0.6, -1.2, 0.4], [0.3, 0.2, -0.4], [-0.1, 0.1, 0.6], [-0.1, -0.1, 0.1], [0.3, -0.4, -0.7], [0.0, 1.0, -0.1], [-0.4, 0.1, 0.0], [0.1, 0.7, 1.0], [-3.8, -2.0, -1.9], [-2.4, -1.7, -0.5], [6.5, 0.9, -0.8], [-0.7, 4.2, 2.6], [-0.3, -1.9, -1.2], [-0.1, 0.3, 0.2], [0.3, 0.0, -0.2], [0.0, -0.4, 0.2], [0.1, -0.1, 0.3], [0.0, 0.1, 0.1], [-0.6, -0.6, -0.1], [0.8, 0.3, 0.0], [0.9, -1.3, 0.2], [-0.1, 2.6, -0.4], [-2.2, -0.9, -1.3], [0.4, -0.8, -0.2], [4.0, -1.9, 2.7], [-0.6, -0.1, -1.6], [-1.6, 2.7, 0.1], [0.0, 0.3, 0.5], [0.0, -0.2, -0.8], [-0.8, 0.1, 0.3], [-0.1, -0.4, 0.1], [-0.5, 0.0, 0.0], [0.6, -0.3, 0.2], [0.3, -2.1, 2.5], [1.7, 0.5, -0.5], [-3.1, -0.7, -0.2], [1.4, 1.1, -0.2], [0.8, 0.0, -1.6], [-1.4, -2.2, 2.8], [1.3, 3.0, -2.2], [0.2, -0.5, 0.0], [-0.7, 1.2, -0.6], [-0.1, -0.2, -1.0], [-0.4, -0.4, 0.3], [0.1, 0.3, -0.1], [-0.3, 0.0, 0.5], [0.5, 1.2, 0.5], [-0.2, 0.0, -2.8], [1.1, -1.0, 0.9], [-0.5, -0.6, -0.3], [0.3, 2.3, 1.1], [1.2, 0.0, -0.9], [-2.6, -2.1, 0.9], [0.3, -0.1, 0.8], [-0.1, 0.2, -0.2], [-0.7, -0.2, 0.5], [0.1, 0.5, -0.4], [0.5, -0.1, -0.4], [0.1, -0.2, 0.1], [1.4, -0.8, 0.2], [0.1, 0.7, -2.0], [-0.1, -1.7, -2.8], [0.6, 0.7, 2.2], [-3.9, 0.0, 3.3], [3.6, 0.6, -2.7], [-2.4, -0.9, 0.3], [-0.4, 0.3, 0.8], [0.2, 0.0, 0.0], [-0.2, -0.3, -0.6], [0.1, 0.1, -0.1], [0.3, 0.3, 0.7], [0.8, 1.0, 1.0], [1.3, 0.2, -0.8], [-0.9, -1.7, 2.4], [0.4, -1.8, -0.9], [-0.3, -0.2, 0.6], [2.3, 2.7, -2.8], [-1.5, 0.0, 1.9], [-0.8, -2.4, 0.8], [0.0, 0.1, -0.1], [0.2, 0.8, 0.4], [-0.8, -0.1, -0.5], [0.1, 0.5, -1.0], [0.2, 1.3, -0.1], [0.1, 0.6, 0.1], [-0.3, -0.1, -0.7], [-0.2, 0.6, 1.9], [0.4, -0.1, -1.1], [-0.7, -0.7, 1.7], [1.9, 3.0, 3.7], [-0.4, -3.6, -5.2], [0.0, 0.8, 1.6], [-1.0, 0.2, -0.1], [-0.7, -0.2, -0.6], [1.1, 0.6, 0.1], [0.0, 0.0, 0.2], [0.3, -0.2, -0.4], [-0.3, -0.4, -1.0], [-1.2, -0.7, -1.0], [0.0, 0.8, 0.1], [0.7, 0.6, -0.7], [0.7, -1.8, 0.3], [-0.2, 2.5, 1.5], [-1.3, -0.1, -1.5], [1.0, -1.1, 1.2], [-0.1, 0.2, 0.2], [0.5, 0.0, -0.1], [0.3, -0.4, 0.5], [-0.1, 0.4, -0.1], [-0.2, -0.6, -0.1], [-0.2, 0.1, -0.3]], "multiplicity": 1, "total_charge": 0, "de_lowest_ev": 11.768, "gap_ev": 9.88, "homo_ha": -0.3760}